(1)
12
Properties=species:S:1:pos:R:3:forces:R:3:mulliken_charge:R:1 method="wB97M-V/def2-TZVPD" charge=0 e_above_lowest_ev=6.688 total_energy_ha=-666.34826 orbital_gap_ev=8.17 lumo_ev=-0.657
C 0.401603 -0.647657 0.567858 1.062 1.055 0.767 -0.37
C -0.686233 -0.316634 -0.429722 0.787 -0.142 1.862 -0.19
C -0.298516 0.849642 0.334701 3.839 -1.191 -2.581 -0.04
H 1.957412 -1.216970 -1.347529 -0.055 0.892 1.522 0.13
H 0.372321 -1.144764 1.627377 -0.568 0.911 -2.482 0.31
H -0.487805 -0.482584 -1.415070 1.156 0.108 -2.723 0.49
H -2.706512 -0.327638 -0.665847 3.764 -1.687 2.425 0.36
H -0.939671 1.022379 1.111765 -1.464 1.387 1.878 0.42
H 1.645359 1.842048 0.736813 -3.226 -0.037 -3.915 0.29
O -1.872253 -0.770857 -0.071464 -7.255 -0.408 -1.266 -0.56
O 0.522252 1.732085 -0.343706 2.455 0.699 5.065 -0.58
S 2.092044 -0.539045 -0.105177 -0.496 -1.586 -0.552 -0.25


(2)
12
Properties=species:S:1:pos:R:3:forces:R:3:mulliken_charge:R:1 method="wB97M-V/def2-TZVPD" charge=0 e_above_lowest_ev=0.952 multiplicity=3 total_energy_ha=-666.38501 orbital_gap_ev="6.55 / 7.28" lumo_ev="0.711 / -2.579"
C -1.601300 0.106362 -0.723206 5.316 2.838 -3.932 -0.24
C 1.034003 0.978490 -0.225293 -0.874 0.441 0.499 -1.19
C 0.060252 -0.086016 0.137858 -0.779 -1.323 0.833 0.51
O -2.551458 -0.090632 -0.077682 -4.702 -1.794 3.953 -0.36
O -0.136129 -0.205850 1.531116 0.438 1.708 -1.487 -0.49
S 0.641774 -1.716005 -0.369753 -0.444 -0.314 -1.475 -0.17
H -1.574579 0.123998 -1.842749 0.764 -0.522 0.820 0.37
H 1.832967 0.685428 0.403642 1.301 0.064 0.716 0.37
H 1.367203 0.831137 -1.215164 0.241 0.059 -1.218 0.38
H 0.786421 2.021802 -0.021867 -0.421 -0.295 0.000 0.33
H -0.986802 -0.608232 1.597440 -1.166 -0.693 0.550 0.35
H 1.127647 -2.040479 0.805658 0.326 -0.169 0.739 0.15


(3)
13
Properties=species:S:1:pos:R:3:forces:R:3:mulliken_charge:R:1 method="wB97M-V/def2-TZVPD" charge=0 e_above_lowest_ev=0.000 multiplicity=3 total_energy_ha=-1064.62401 orbital_gap_ev="8.52 / 7.19" lumo_ev="0.697 / -2.885"
C -0.608658 -0.407836 0.864283 1.047 3.077 -1.412 -0.28
C -0.085482 0.975921 -1.362537 -0.553 -0.639 -0.501 -0.98
C -0.924401 -0.091611 -0.577833 0.170 -1.560 -2.545 -0.45
O 1.888298 0.433663 2.151223 0.231 1.282 2.070 -0.46
O 2.170918 -1.828433 1.283071 0.674 -3.151 0.847 -0.45
S -1.042021 -1.825337 1.427161 -1.257 -3.185 1.435 0.00
S 1.761161 -0.505702 1.105766 -0.642 2.278 -2.995 0.72
H -0.866456 0.476762 1.426257 0.348 0.178 0.867 0.40
H -0.142091 0.813687 -2.521786 -0.090 0.520 2.372 0.28
H 0.925165 0.877932 -1.039949 1.022 -0.496 -0.255 0.28
H -0.265319 1.997050 -1.031780 -0.724 0.137 -0.430 0.33
H -0.815374 -1.069499 -1.204617 -0.420 1.550 1.101 0.30
H -1.995741 0.153402 -0.519259 0.195 0.010 -0.554 0.32


(4)
12
Properties=species:S:1:pos:R:3:forces:R:3:mulliken_charge:R:1 method="wB97M-V/def2-TZVPD" charge=0 e_above_lowest_ev=4.100 smiles="COC(=O)CO" total_energy_ha=-343.50388 orbital_gap_ev=11.10 lumo_ev=0.727
C 2.042244 -0.620927 -0.089556 1.135 -1.990 0.936 -0.59
C 0.077974 0.518550 0.059513 -0.484 -0.922 1.002 0.64
C -1.552511 0.592977 0.059400 1.876 -2.447 -2.923 -0.25
H 2.316394 0.276270 -0.934123 -0.789 -2.992 2.978 0.30
H 2.531443 -1.643934 -0.397482 -1.599 1.761 0.311 0.25
H 2.323376 -0.545846 1.073554 0.131 0.791 -3.047 0.25
H -1.737116 0.800809 -1.016226 -0.044 2.225 1.002 0.23
H -2.027895 1.060407 0.900887 0.150 0.881 -0.016 0.29
H -1.246148 -1.416584 0.108172 -3.983 2.665 -0.971 0.44
O 0.489870 -0.821024 0.152456 2.275 2.536 -1.807 -0.45
O 0.944848 1.362639 -0.020778 -3.058 0.780 0.252 -0.55
O -2.130504 -0.725955 -0.120544 4.389 -3.289 2.283 -0.57


(5)
12
Properties=species:S:1:pos:R:3:forces:R:3:mulliken_charge:R:1 method="wB97M-V/def2-TZVPD" charge=0 e_above_lowest_ev=5.076 total_energy_ha=-343.46803 orbital_gap_ev=10.19 lumo_ev=0.499
C 2.087122 -0.257364 0.212606 0.292 -0.006 -0.038 -0.61
O 0.709896 -0.338247 0.600653 -0.114 0.014 -0.075 -0.29
C -0.158643 0.047469 -0.329736 0.173 0.205 -0.303 0.70
O 0.114185 0.395323 -1.451285 -0.186 -0.213 0.505 -0.53
C -1.560565 0.059436 0.293539 -0.009 -0.267 -0.154 0.01
O -1.959805 1.198937 0.832161 0.072 0.046 0.207 -0.67
H 2.275737 -0.902236 -0.648907 -0.030 0.087 0.117 0.29
H 2.345742 0.772303 -0.044625 -0.048 -0.136 0.037 0.30
H 2.657630 -0.592792 1.077594 -0.082 0.048 -0.122 0.23
H -2.253201 -0.137694 -0.904123 0.095 -0.120 0.033 0.15
H -1.838197 -0.901723 0.767415 0.054 0.167 -0.040 0.31
H -2.419902 0.656588 -0.405289 -0.217 0.174 -0.167 0.12


(6)
12
Properties=species:S:1:pos:R:3:forces:R:3:mulliken_charge:R:1 method="wB97M-V/def2-TZVPD" charge=0 e_above_lowest_ev=4.120 smiles=O[C@H]1[C@H]2O[C@@H]12.O total_energy_ha=-343.50315 orbital_gap_ev=10.90 lumo_ev=0.828
O -1.506308 -0.284835 -1.089134 -0.103 0.068 0.231 -0.55
C -0.241095 0.216913 -1.310114 0.198 0.113 -0.199 -0.06
C 0.333570 1.358159 -0.533986 0.046 0.325 -0.132 -0.20
O 0.220595 0.743546 0.756011 0.167 -0.092 0.016 -0.53
C 0.871664 0.041274 -0.332117 0.300 -0.105 -0.245 -0.07
O -0.136020 -1.466695 2.349450 -0.059 -0.170 0.153 -0.64
H -1.660501 -0.156884 -0.140524 -0.207 -0.087 -0.123 0.33
H 0.041348 0.179621 -2.359689 -0.086 -0.061 0.105 0.33
H 0.790482 2.326420 -0.651933 -0.081 -0.029 -0.115 0.35
H -0.160142 -0.563442 2.007854 -0.021 -0.170 0.015 0.43
H 1.873538 -0.363480 -0.321704 -0.167 0.125 0.269 0.31
H -0.427126 -2.030595 1.625889 0.013 0.084 0.026 0.30


(7)
12
Properties=species:S:1:pos:R:3:forces:R:3:mulliken_charge:R:1 method="wB97M-V/def2-TZVPD" charge=0 e_above_lowest_ev=0.472 smiles="O=C(O)CCO" total_energy_ha=-343.63719 orbital_gap_ev=11.28 lumo_ev=0.729
O 0.009640 -0.463346 2.098951 0.001 -0.163 0.171 -0.55
C 0.419246 0.314869 1.283604 -0.466 0.251 -0.525 0.52
O 0.743249 1.588116 1.593062 0.045 -0.046 0.353 -0.45
C 0.583607 0.025649 -0.200315 0.758 0.492 1.187 -0.26
C -0.721585 -0.236785 -0.899340 -0.428 -0.132 -1.055 -0.49
O -0.498950 -0.989894 -2.107166 0.008 0.146 0.306 -0.51
H 0.598871 1.679109 2.552451 0.048 0.023 -0.227 0.34
H 1.167754 0.853025 -0.604474 -0.220 -0.143 -0.385 0.25
H 1.203074 -0.857460 -0.208174 0.141 -0.455 -0.289 0.23
H -1.430351 -0.756754 -0.253233 0.109 0.030 0.105 0.37
H -1.173546 0.700363 -1.236386 -0.032 0.003 0.301 0.24
H -0.901013 -1.856887 -2.018978 0.036 -0.005 0.057 0.31


(8)
12
Properties=species:S:1:pos:R:3:forces:R:3:mulliken_charge:R:1 method="wB97M-V/def2-TZVPD" charge=0 e_above_lowest_ev=0.001 smiles="O=C=O.CCO" total_energy_ha=-343.65453 orbital_gap_ev=11.29 lumo_ev=0.662
O -0.674897 -0.387973 0.657527 -0.036 0.217 0.119 -0.53
C 0.519011 -0.464997 -0.107615 0.261 -0.082 -0.169 -0.16
C 1.743855 -0.054715 0.693111 0.030 0.013 0.035 -1.11
O -2.289321 -0.330520 -1.871796 -0.209 0.510 0.608 -0.40
C -2.581924 0.426316 -1.035561 -0.101 0.060 -0.115 0.84
O -2.908305 1.217638 -0.241686 0.215 -0.555 -0.547 -0.43
H -0.711737 0.485707 1.068734 -0.028 -0.156 -0.016 0.31
H 0.436914 0.144671 -1.020999 0.003 -0.074 0.147 0.24
H 0.595518 -1.509091 -0.424399 0.001 0.131 0.037 0.27
H 2.656914 -0.174259 0.100191 -0.136 0.009 0.067 0.34
H 1.831450 -0.664466 1.597632 -0.003 0.071 -0.125 0.28
H 1.679060 0.998944 0.993257 0.003 -0.145 -0.042 0.35


(9)
12
Properties=species:S:1:pos:R:3:forces:R:3:mulliken_charge:R:1 method="wB97M-V/def2-TZVPD" charge=0 e_above_lowest_ev=2.365 total_energy_ha=-343.56763 orbital_gap_ev=9.35 lumo_ev=0.475
O -1.964221 1.011645 0.084776 -0.037 -0.494 0.014 -0.49
C -1.981473 -0.199195 0.070111 0.006 0.342 0.082 0.04
C 1.290854 -0.776950 0.111458 -0.028 0.275 0.305 -0.28
O 1.029966 -1.089571 -1.186301 0.042 0.192 -0.130 -0.56
C 1.149582 0.469785 0.569611 0.159 -0.481 -0.024 -0.10
O 0.796744 1.454379 -0.334025 -0.202 0.079 0.058 -0.56
H -0.159717 1.630924 -0.235957 0.161 0.001 -0.051 0.40
H -1.285313 -0.787783 -0.549356 -0.075 0.064 0.004 0.19
H -2.697834 -0.767846 0.691637 0.026 0.108 -0.081 0.27
H 1.597081 -1.623348 0.714188 0.000 0.160 -0.020 0.37
H 0.913800 -0.228577 -1.628102 -0.013 -0.205 -0.038 0.39
H 1.366882 0.758469 1.592814 -0.040 -0.041 -0.119 0.34


(10)
12
Properties=species:S:1:pos:R:3:forces:R:3:mulliken_charge:R:1 method="wB97M-V/def2-TZVPD" charge=0 e_above_lowest_ev=3.015 smiles="O=C[C@H](O)CO" total_energy_ha=-343.54376 orbital_gap_ev=10.73 lumo_ev=0.492
C -0.452730 0.700464 0.732634 3.250 2.938 -1.614 -0.71
C -0.036913 -0.309376 -0.263388 -0.543 -4.728 1.800 0.60
C 1.343675 -0.325495 -0.664554 -0.284 2.039 -3.842 -0.31
H -1.395447 -0.266508 2.048112 -1.101 2.307 -2.104 0.36
H -0.436032 1.588139 0.101156 -1.051 0.765 0.167 0.31
H 0.345837 0.988055 1.454357 0.171 -0.731 -0.390 0.33
H 0.204884 -1.222877 0.451932 -1.526 0.347 -1.104 0.10
H -0.718288 -0.267700 -2.176025 -0.501 -1.292 2.932 0.36
H 2.055224 -0.551154 0.037915 2.014 -0.463 2.239 0.46
O -1.601620 0.490689 1.349298 -2.067 -3.088 3.661 -0.47
O -0.984987 -0.709943 -1.259768 1.486 2.192 -1.664 -0.54
O 1.676397 -0.114293 -1.811668 0.151 -0.285 -0.079 -0.50